1.
Below is a cluster of 2 separate species, C2H7IN3 in total, with properties calculated with ωB97M-V/def2-TZVPD.

Structure (XYZ):
```
13
Properties=species:S:1:pos:R:3:lowdin_charge:R:1
C 1.228 -0.931 -0.734 -0.214
H 0.722 -1.504 -1.431 0.105
H 1.837 -0.886 1.231 0.103
N -0.560 1.922 0.738 0.222
I -3.050 -0.423 -0.158 0.596
H 2.263 -0.702 -1.073 0.151
N 1.540 -1.527 0.493 0.046
C 0.140 1.187 0.066 -0.199
H -0.305 2.542 1.468 0.149
H -1.577 2.000 0.595 0.099
H 0.983 -2.163 1.005 0.079
H -3.655 0.122 -1.461 -0.360
N 0.435 0.365 -0.740 0.223
```

Properties
- Kohn-Sham gap (eV) = 9.12
- highest occupied orbital energy (eV) = -13.85
- charge = +1

***

2.
Below is a structure of composition C2H7IN3, with properties calculated with ωB97M-V/def2-TZVPD.

Structure (XYZ):
```
13
Properties=species:S:1:pos:R:3:lowdin_charge:R:1
H 0.018 3.385 0.096 0.151
N -0.316 2.451 -0.129 0.153
H -0.438 -2.994 0.336 0.140
N 0.006 -2.253 -0.268 -0.035
H 1.373 -0.929 -0.819 0.166
C 0.688 -1.175 0.121 -0.276
N -0.270 0.175 0.180 -0.519
H 1.328 -1.355 1.018 0.144
H -0.503 -2.337 -1.115 0.059
C 0.218 1.380 0.324 -0.334
H -1.261 2.362 -0.412 0.022
I -2.228 -0.067 -0.188 1.087
H 1.385 1.356 0.856 0.242
```

Properties
- Kohn-Sham gap (eV) = 9.39
- highest occupied orbital energy (eV) = -13.69
- charge = +1

***

Which of them is the most stable? Correct choice: 2.

***

1.
Below is a structure of composition C12H25As2BF10N3O5PdS2, with properties calculated with ωB97M-V/def2-TZVPD.

Structure (XYZ):
```
61
Properties=species:S:1:pos:R:3:lowdin_charge:R:1
F -0.242 -5.465 -0.490 -0.205
H 1.015 -0.908 2.356 0.127
H -4.132 3.098 -0.863 0.032
As -0.844 -4.096 -1.308 0.755
C 0.953 -0.507 -2.225 0.008
H -4.285 -0.307 2.575 0.021
F 0.716 -3.332 -1.220 -0.233
H 3.037 1.339 -2.248 0.097
F -0.483 -4.699 -2.870 -0.217
O 6.048 1.686 -0.496 -0.289
H -3.760 3.282 0.864 0.036
H 4.733 -0.789 -0.830 0.116
C -4.663 0.601 2.124 -0.188
H 4.692 0.913 -2.744 0.118
C -3.875 -2.443 1.053 -0.150
F -1.221 -3.323 0.300 -0.320
F -0.446 -0.684 4.353 0.180
N 0.623 -0.774 0.234 -0.037
C -5.199 0.118 -1.031 -0.200
H 6.205 4.450 -0.293 0.081
C 4.579 3.628 -1.457 -0.304
C 3.833 -0.484 -1.352 -0.113
C 5.164 4.676 -0.518 -0.110
C 1.405 -0.801 1.358 0.032
F -2.438 -4.736 -1.309 -0.221
F -1.483 -2.602 -2.006 -0.293
H -3.801 -3.324 0.413 0.073
As -4.042 0.844 0.324 0.834
C 3.988 0.927 -1.912 -0.204
C 1.418 -0.648 -0.822 -0.318
O 3.762 2.021 0.446 -0.289
O 4.944 -0.823 1.286 0.085
N 2.702 -0.611 -0.427 0.072
F -1.227 -1.608 2.398 -0.065
O -3.304 -1.308 0.411 -0.628
H 1.668 -0.922 -2.931 0.093
H -5.430 2.959 0.341 0.043
H 0.014 -1.035 -2.354 0.055
F -1.726 0.590 2.929 0.095
H 4.605 4.710 0.416 0.081
H -4.826 -0.851 -1.339 0.039
H -3.401 -2.642 2.015 0.079
H 0.795 0.549 -2.457 0.093
H 5.114 5.656 -0.989 0.080
C 2.691 -0.702 0.954 -0.122
B -1.543 -0.641 3.546 -1.211
H -5.219 0.811 -1.869 0.043
H 3.528 3.817 -1.678 0.104
H -4.330 1.460 2.699 0.055
S 4.665 2.032 -0.680 0.638
H 3.659 -1.181 -2.169 0.133
C -4.378 2.754 0.140 -0.278
H -4.932 -2.218 1.226 0.090
S -1.916 0.971 -0.168 0.394
Pd -1.373 -1.153 0.321 1.045
N 3.848 -0.710 1.806 -0.327
H -6.201 0.027 -0.611 0.050
H -5.753 0.593 2.064 0.056
H 5.142 3.552 -2.388 0.106
O 3.636 -0.618 2.993 0.131
F -2.709 -1.119 4.105 0.152
```

Properties
- Kohn-Sham gap (alpha / beta) (eV) = 8.38 / 7.17
- highest occupied orbital energy (alpha / beta) (eV) = -10.27 / -10.25
- spin multiplicity = 2

***

2.
Below is a structure of composition C12H25As2BF10N3O5PdS2, with properties calculated with ωB97M-V/def2-TZVPD.

Structure (XYZ):
```
61
Properties=species:S:1:pos:R:3:lowdin_charge:R:1
H -2.566 -2.524 1.661 0.086
C -0.801 -1.331 1.542 -0.284
H -0.050 5.230 -2.379 0.057
O 0.406 3.323 0.686 -0.477
H 0.652 2.742 2.672 0.063
C 1.079 -0.322 1.941 -0.060
C 1.080 3.402 1.911 -0.196
H -1.105 -3.696 0.081 0.098
F -2.551 2.379 -1.264 0.054
C 1.255 2.523 -4.024 -0.219
F -1.531 1.617 -3.172 0.053
S 1.148 -4.344 -0.166 0.639
F -3.714 1.521 3.828 -0.227
C 1.947 -5.069 -2.639 -0.110
F -1.431 2.095 3.209 -0.276
As 1.040 3.045 -2.196 0.908
O 2.349 -3.311 3.350 0.088
As -3.023 2.637 2.726 0.711
N 0.037 -2.259 2.068 0.057
F -3.685 0.941 -2.681 0.176
O 3.395 -1.478 2.899 0.100
H -1.239 3.909 -2.676 0.045
C -2.219 -1.606 1.189 0.022
C -0.429 4.262 -2.047 -0.196
F -2.241 3.624 1.504 -0.273
H -0.745 4.327 -1.011 0.030
H 0.552 -4.191 2.623 0.111
B -2.470 1.276 -2.158 -1.262
H 2.147 3.189 1.782 0.075
C -0.252 -3.698 2.089 -0.118
Pd -0.749 1.749 0.372 0.891
H -0.777 -5.305 0.761 0.120
H 2.161 1.927 -4.121 0.047
F -1.915 0.201 -1.389 0.021
H 0.139 -5.820 -1.671 0.107
H -2.831 -0.780 1.536 0.076
H 2.443 4.458 -0.719 0.040
H 0.027 -4.123 -2.199 0.107
F -2.959 3.912 3.859 -0.218
H -1.172 -3.849 2.651 0.133
S 0.907 1.209 -1.024 0.599
H 1.347 3.430 -4.620 0.054
H 2.877 4.724 -2.435 0.049
H 0.377 1.953 -4.316 0.036
H -2.349 -1.669 0.110 0.087
C 2.634 3.980 -1.678 -0.221
H 2.488 -4.128 -2.735 0.079
C 0.692 -4.887 -1.793 -0.303
H 3.451 3.270 -1.578 0.046
H 0.946 4.418 2.294 0.098
H 1.798 0.475 1.999 0.115
C -0.414 -4.279 0.690 -0.208
O 1.655 -2.995 -0.262 -0.298
H 1.664 -5.407 -3.635 0.080
N 2.412 -2.190 2.880 -0.327
O 1.951 -5.360 0.463 -0.293
C 1.228 -1.613 2.314 -0.156
H 2.609 -5.810 -2.195 0.080
N -0.182 -0.154 1.455 0.011
F -4.562 3.098 2.152 -0.213
F -2.930 1.355 1.483 -0.312
```

Properties
- Kohn-Sham gap (alpha / beta) (eV) = 6.97 / 5.10
- highest occupied orbital energy (alpha / beta) (eV) = -9.63 / -9.50
- spin multiplicity = 2

***

Which of them is the most stable? Correct choice: 1.

***

1.
Below is the molecule C6H3NO, with properties calculated with ωB97M-V/def2-TZVPD.

Structure (XYZ):
```
11
Properties=species:S:1:pos:R:3:lowdin_charge:R:1
N 1.880 1.977 -0.121 0.190
H -0.140 -1.888 0.535 0.111
H -1.013 1.314 0.028 0.162
C -3.623 0.070 -0.100 0.088
C 1.423 -0.566 0.022 -0.363
C 1.643 0.860 0.189 -0.145
C -2.449 -0.116 -0.249 -0.190
C -1.148 0.144 0.230 -0.101
O 2.288 -1.415 -0.298 0.084
C -0.089 -0.796 0.390 0.004
H -4.856 0.476 -0.222 0.160
```

Properties
- Kohn-Sham gap (eV) = 8.28
- structure (SMILES) = C#C/C=C/C(=O)C#N
- highest occupied orbital energy (eV) = -9.90

***

2.
Below is the molecule C6H3NO, with properties calculated with ωB97M-V/def2-TZVPD.

Structure (XYZ):
```
11
Properties=species:S:1:pos:R:3:lowdin_charge:R:1
C -1.361 -0.644 0.099 -0.321
C 1.927 -0.265 2.178 0.162
H 2.268 -0.610 3.188 0.035
C 0.345 0.668 -0.913 -0.062
O -1.697 -1.433 0.946 0.132
C 0.064 0.211 0.287 -0.211
C -0.734 0.359 -1.813 -0.084
H 1.195 1.361 -1.312 0.156
N -1.741 -0.404 -1.305 0.094
H -1.061 0.610 -2.828 0.121
C 0.795 0.147 1.473 -0.022
```

Properties
- Kohn-Sham gap (eV) = 7.61
- structure (SMILES) = C#CC1=CC=NC1=O
- highest occupied orbital energy (eV) = -9.37

***

Which of them is the most stable? Correct choice: 2.

***

1.
Below is the molecule C2H5Cl2P, with properties calculated with ωB97M-V/def2-TZVPD.

Structure (XYZ):
```
10
Properties=species:S:1:pos:R:3:lowdin_charge:R:1
H 1.069 -0.556 1.054 0.072
C -0.348 0.463 -0.266 -0.153
C 0.061 -0.893 0.513 -0.369
H -0.062 1.358 0.180 0.020
H -1.432 0.651 -0.623 0.094
Cl -2.327 -2.973 0.932 0.056
H 0.242 -1.883 -0.073 0.036
Cl -1.928 -0.895 3.303 0.055
H 0.341 0.377 -1.088 0.046
P -0.839 -2.176 2.129 0.144
```

Properties
- Kohn-Sham gap (eV) = 9.69
- structure (SMILES) = CCP(Cl)Cl
- highest occupied orbital energy (eV) = -9.09

***

2.
Below is the molecule C2H5Cl2P, with properties calculated with ωB97M-V/def2-TZVPD.

Structure (XYZ):
```
10
Properties=species:S:1:pos:R:3:lowdin_charge:R:1
Cl 0.770 1.794 2.192 0.102
H -1.595 1.040 1.534 -0.066
H -1.006 0.874 -1.098 -0.028
H 0.922 -0.333 -2.262 0.084
C -0.667 0.052 -0.607 -0.421
P -0.470 0.522 1.056 0.463
H -0.455 -0.541 1.961 -0.027
H 0.166 -1.733 -1.302 0.006
C 0.478 -0.748 -1.320 -0.584
Cl 1.858 -0.927 -0.151 0.472
```

Properties
- Kohn-Sham gap (eV) = 8.92
- structure (SMILES) = ClCC=[PH2]Cl
- highest occupied orbital energy (eV) = -8.62

***

Which of them is the most stable? Correct choice: 1.

***

1.
Below is the ion C4H11N2OS with charge +1, with properties calculated with ωB97M-V/def2-TZVPD.

Structure (XYZ):
```
19
Properties=species:S:1:pos:R:3:lowdin_charge:R:1
H -3.638 -0.272 -0.095 0.236
H -1.315 -0.818 -0.572 0.152
C 1.645 -0.983 -0.775 -0.530
N -2.743 -0.147 0.570 0.123
C 1.473 0.464 -0.841 -0.313
H 2.205 -1.469 -1.706 0.131
H 2.510 0.940 -1.032 0.156
H -3.205 0.622 1.292 0.246
C -1.435 0.214 -0.106 -0.050
H 0.638 -1.524 -0.895 0.067
S 2.372 -1.605 0.840 0.766
H 1.613 1.534 0.890 0.159
H 0.903 0.730 -1.786 0.139
O -0.588 1.254 1.843 0.081
H -1.747 0.915 -0.834 0.127
H 3.393 -0.971 0.967 -0.247
C -0.343 0.879 0.715 -0.490
H -2.628 -0.939 1.237 0.174
N 0.889 1.176 0.290 0.072
```

Properties
- Kohn-Sham gap (eV) = 8.23
- structure (SMILES) = [NH3+]CC(=O)NCCS
- highest occupied orbital energy (eV) = -12.40
- charge = +1

***

2.
Below is a cluster of 2 separate species, C4H11N2OS in total, with properties calculated with ωB97M-V/def2-TZVPD.

Structure (XYZ):
```
19
Properties=species:S:1:pos:R:3:lowdin_charge:R:1
H -2.962 -0.738 -1.034 0.111
H 1.789 -0.605 0.851 0.141
S -1.854 -0.857 1.666 0.733
H 2.133 2.105 -1.118 0.089
H -0.949 1.449 1.003 0.195
H -1.624 -0.812 -2.161 0.122
C 0.946 1.111 0.407 -0.418
N 0.945 -0.071 0.960 0.197
H 2.514 2.405 0.487 0.110
O -0.087 1.892 0.443 0.106
C -1.406 -1.091 0.058 -0.925
H 0.151 -0.503 1.441 -0.025
C 2.196 1.633 -0.186 0.052
H 3.035 0.889 -0.212 0.124
C -1.907 -0.402 -1.127 -0.072
H -0.423 -2.457 -1.100 0.153
H -1.722 0.715 -0.952 0.106
N -0.551 -2.078 -0.135 0.073
H -0.226 -2.585 0.710 0.127
```

Properties
- Kohn-Sham gap (eV) = 9.49
- highest occupied orbital energy (eV) = -13.01
- charge = +1

***

Which of them is the most stable? Correct choice: 2.